[1]
50
Properties=species:S:1:pos:R:3 method="wB97M-V/def2-TZVPD" de_lowest_kj_mol=181.1 charge=+1 homo_ev=-11.6 gap_ha=0.335 max_force_ev_per_a=1.9 lumo_ev=-2.5230
C 0.97398 -2.21648 0.60827
N -0.18114 -2.51764 1.43148
C -0.65499 -3.90261 1.51418
C 1.29112 -0.71199 0.71327
N 0.66535 -0.04285 -0.48667
C 1.51189 1.15186 -0.97406
C 2.77902 1.02014 -0.13302
C 2.74825 -0.32066 0.64397
H 0.69473 -2.44180 -0.42371
H 1.79310 -2.92874 0.77936
H -0.14257 -2.22283 2.39297
H -1.03399 -4.01816 2.53467
H -1.60536 -4.07730 0.98773
H 0.02323 -4.71349 1.24490
H 0.72735 -0.36656 1.57635
H -0.25593 0.33427 -0.28580
H 0.62773 -0.69391 -1.28335
H 1.60633 1.15457 -2.05080
H 0.94205 2.01172 -0.63241
H 2.83586 1.84079 0.55873
H 3.68245 1.02773 -0.73878
H 3.37433 -1.04312 0.12749
H 3.17763 -0.12585 1.62108
H -1.88810 4.03171 0.76751
H -2.07556 2.98974 1.86360
O -1.57642 3.80303 1.64884
H -0.95831 -1.00711 4.55907
H 0.08193 0.09433 4.15910
O -0.66042 -0.43011 3.84932
H -2.39518 1.00396 3.47624
H -3.39689 0.91069 2.32748
O -2.64899 1.42585 2.64938
H -2.20899 -1.82243 -2.22654
H -2.78349 -1.57363 -3.59848
O -1.94145 -1.59814 -3.12685
H -0.03846 -1.73480 -3.39317
H 0.68541 -2.78560 -2.70055
O 0.75409 -1.82664 -2.81716
H -4.28962 1.21804 -0.66910
H -3.05989 0.71540 0.16624
O -3.72010 0.46612 -0.48436
H -1.03773 1.55937 -2.55635
H -2.29304 0.96732 -2.06314
O -1.46934 1.34682 -1.72786
H 1.46759 4.48651 0.81056
H 0.50516 3.38149 1.30973
O 0.97176 3.71181 0.53492
H 2.62024 0.00761 -3.76388
H 3.50777 -1.21279 -3.48132
O 3.34824 -0.30146 -3.22106



[2]
51
Properties=species:S:1:pos:R:3 method="wB97M-V/def2-TZVPD" charge=+1 homo_ev=-8.4 gap_ha=0.052 max_force_ev_per_a=6.2 lumo_ev=-6.9836
N -0.32021 -1.07389 4.18526
C -1.66553 -0.96221 3.44638
C -1.35649 -0.21065 2.05917
C -1.30616 -1.15519 0.74567
C -0.92179 -0.26507 -0.43469
C 0.53045 0.31345 -0.45567
O 0.38722 1.75773 -0.66403
C -0.90986 1.98606 -0.20269
O -1.30408 2.86347 0.44960
O -1.70515 0.95020 -0.62558
H -0.60573 -1.31234 5.16091
H 0.06100 -0.11400 4.22348
H -2.14797 -1.99958 3.32445
H -2.29121 -0.30336 4.06600
H -0.40233 0.35941 2.11483
H -2.14630 0.53790 1.86427
H -0.58395 -2.01621 0.86586
H -2.29895 -1.62053 0.53776
H -1.05963 -0.76949 -1.40824
H 0.93368 0.00304 0.52379
H 1.16369 0.00851 -1.29736
N -0.17731 3.15397 -3.23636
H -0.38398 2.63567 -2.37184
H -0.99323 3.74052 -3.48446
H 0.63937 3.74858 -3.08163
H 0.01703 2.49184 -3.99316
O -0.81403 5.50299 -1.49483
H -1.19712 4.74230 -1.05217
Li -1.49607 7.12141 -1.83071
C 5.17146 0.46238 0.69371
C 4.61760 0.33599 -0.75502
O 3.74192 -0.66469 -0.76015
H 5.67806 -0.44920 1.00898
H 5.89746 1.27887 0.73518
H 4.37880 0.68577 1.40874
H 5.50961 0.24217 -1.40194
H 4.24587 1.34930 -1.01453
Al -1.13623 6.07224 -4.14319
C -0.88469 -4.58039 -1.37672
O -0.26392 -3.48645 -0.70042
H -1.79660 -4.84056 -0.84542
H -1.13493 -4.29205 -2.39855
H -0.21237 -5.44221 -1.38942
H 0.54180 -3.26924 -1.19090
O -4.00430 -1.61373 4.85128
H -4.70179 -0.95330 4.89076
O -3.67484 -2.74251 -0.75605
H -3.65437 -2.24266 -1.57837
O 1.58546 -1.77718 -3.16772
H 2.31019 -1.14378 -3.11240
Cs 0.14048 -3.04327 3.06812



[3]
17
Properties=species:S:1:pos:R:3 method="wB97M-V/def2-TZVPD" smiles=C.O.O.O.O de_lowest_kj_mol=188.7 charge=0 homo_ev=-10.8 gap_ha=0.414 max_force_ev_per_a=5.2 lumo_ev=0.4767
C 1.31352 1.96010 -3.18453
H 1.36356 0.90896 -3.40079
H 0.39745 1.99306 -2.60719
H 1.48828 2.67026 -4.08512
H 2.01877 2.14572 -2.53083
O 0.71538 2.29391 0.92054
H 1.61468 2.70484 1.00803
H 0.61619 2.23455 1.89364
O 2.50333 -2.54615 0.34404
H 3.33356 -2.20403 0.42930
H 2.33622 -3.22270 1.05452
O -5.17736 -2.50199 3.30097
H -4.66157 -3.10299 3.76611
H -6.07595 -2.44611 3.46082
O -0.96083 -0.50986 -0.15267
H -0.75398 0.45510 -0.31785
H -0.07124 -0.83267 0.10100



[4]
8
Properties=species:S:1:pos:R:3 method="wB97M-V/def2-TZVPD" de_lowest_kj_mol=209.3 spin_multiplicity=3 charge=0 homo_ev="-5.2 / -10.5" gap_ha="0.210 / 0.232" max_force_ev_per_a=6.1 lumo_ev="0.5076 / -4.1343"
C 0.41943 -0.77158 -0.22059
Si -0.35109 0.87710 0.17068
Br 0.32761 -2.08651 1.21280
Br -2.46202 0.56903 0.58988
Br 0.08197 2.36463 -1.39735
H -0.11956 -1.43522 -1.02100
H 1.49709 -0.84576 -0.51902
H 0.60656 1.32831 1.18458



[5]
13
Properties=species:S:1:pos:R:3 method="wB97M-V/def2-TZVPD" de_lowest_kj_mol=567.9 charge=0 homo_ev="-8.0 / -8.0" gap_ha="0.284 / 0.302" max_force_ev_per_a=5.3 lumo_ev="-0.2616 / 0.2516"
C 0.13397 2.04301 2.86254
C 1.20365 -0.13094 0.40618
C -1.66000 -0.46476 -1.68562
C -0.14143 -0.28862 -0.05703
N -0.26387 2.80888 2.08941
N 1.40953 -0.06894 1.70214
O -0.46595 -0.21755 -1.29996
H 1.96790 -0.13800 -0.29766
H 0.48402 1.38249 3.52386
H -1.95382 -0.16206 -2.79377
H -2.49887 -0.66367 -0.96450
H -1.01648 -0.67936 0.68422
H 2.41883 0.20581 1.82884



[6]
31
Properties=species:S:1:pos:R:3 method="wB97M-V/def2-TZVPD" spin_multiplicity=3 charge=+1 homo_ev="-9.6 / -14.2" gap_ha="0.251 / 0.290" max_force_ev_per_a=8.6 lumo_ev="-2.7783 / -6.3430"
C -2.14185 -1.41890 -0.47317
C 1.61471 -0.89964 0.34576
C -2.64754 -0.04073 -0.28561
C -1.36853 0.75320 1.70315
C -0.49668 -0.47587 1.66003
C -0.64727 -1.65099 -0.54320
C -1.66627 1.04866 0.24834
C 0.08956 -0.46513 0.23537
C 0.61445 1.91077 -0.07986
C 3.58872 -1.38542 -0.93229
N -0.34507 0.78239 -0.40393
O -2.81931 -2.38451 -0.48910
O 1.98030 -1.18050 1.43773
O -0.43887 -2.89886 0.00111
O 2.25213 -0.86247 -0.83812
H -2.87518 0.11646 -1.30549
H -3.60750 -0.03610 0.11943
H -2.20403 0.64554 2.39595
H -0.76481 1.57511 2.11053
H 0.12287 -0.56393 2.57865
H -1.14461 -1.36311 1.60109
H -0.21133 -1.76018 -1.59109
H -1.96646 2.03615 0.09660
H 1.64721 1.56641 -0.40390
H 0.30312 2.78298 -0.60202
H 0.62942 2.09191 1.02632
H 3.43811 -2.07776 -1.79590
H 3.73827 -2.05527 -0.15087
H 4.38525 -0.50236 -0.98309
H -0.37648 0.75892 -1.36644
H -1.11147 -3.19701 0.66863



[7]
61
Properties=species:S:1:pos:R:3 method="wB97M-V/def2-TZVPD" de_lowest_kj_mol=105.7 charge=0 homo_ev=-8.1 gap_ha=0.283 max_force_ev_per_a=0.5 lumo_ev=-0.3960
Zr 0.72577 -0.13005 0.75699
Br 0.90956 -3.80020 2.83741
C -0.52472 -2.70554 3.39339
C -1.04296 -2.84094 4.69366
C -2.03245 -2.01108 5.12010
Br -2.71225 -2.23193 6.87783
C -2.53446 -0.98067 4.28401
C -3.50258 -0.02984 4.66956
C -3.85968 0.95789 3.79795
C -3.25325 0.99636 2.52868
N -2.36798 0.12269 2.12476
C -2.00609 -0.86589 2.97652
C -0.99980 -1.77457 2.50529
O -0.55796 -1.65421 1.25240
H -0.64126 -3.60247 5.34646
H -3.93604 -0.08582 5.65855
H -4.58672 1.70956 4.07318
H -3.49618 1.79262 1.83148
O 2.92216 2.13742 2.81692
C 2.54608 1.02497 2.53766
O 1.29033 0.61063 2.64081
C 3.43961 -0.04191 1.84166
O 4.63763 -0.03088 1.91105
O 2.68683 -0.86262 1.14040
C -2.39187 2.74730 -3.14703
N -1.80161 1.49357 -2.69981
C -2.37666 0.28616 -3.26199
C -1.02333 1.38765 -1.59078
N -0.89689 0.32198 -0.88363
N -0.29161 2.53312 -1.29351
C 0.27841 2.79921 -0.06674
N 1.01940 3.93344 -0.01280
N 0.04291 2.03757 0.95040
H -2.08366 2.97656 -4.16866
H -2.09792 3.56206 -2.49279
H -3.48112 2.67157 -3.12223
H -2.65519 0.48514 -4.29498
H -3.26985 -0.04022 -2.71868
H -1.63932 -0.51607 -3.25306
H -1.60522 -0.37932 -1.05833
H 0.08685 3.03363 -2.08226
H 1.43646 4.25661 -0.87237
H 1.65236 3.97636 0.77501
H 0.44726 2.40339 1.80860
Br 3.33814 2.65503 -2.77636
C 3.02468 0.78849 -2.83776
C 3.51740 0.04025 -3.91904
C 3.26795 -1.29826 -4.00268
Br 3.95712 -2.26840 -5.47859
C 2.49634 -1.95703 -3.01414
C 2.16171 -3.33049 -3.00720
C 1.39337 -3.83486 -1.99814
C 0.93776 -2.98089 -0.97821
N 1.23668 -1.70461 -0.95345
C 2.01356 -1.18403 -1.94254
C 2.29375 0.21413 -1.81786
O 1.82899 0.85539 -0.78698
H 4.09927 0.53178 -4.68589
H 2.52078 -3.97054 -3.80156
H 1.13199 -4.88311 -1.96893
H 0.32757 -3.34609 -0.16174



[8]
16
Properties=species:S:1:pos:R:3 method="wB97M-V/def2-TZVPD" de_lowest_kj_mol=542.8 charge=0 homo_ev="-9.1 / -9.1" gap_ha="0.306 / 0.306" max_force_ev_per_a=7.7 lumo_ev="-0.7948 / -0.7949"
C -2.27805 -0.45572 -0.34344
O -0.99389 -0.54668 -0.91708
H -2.67743 0.56149 -0.46342
H -2.92292 -1.14923 -0.89267
H -2.26294 -0.76895 0.71166
C -0.10672 1.12369 -0.01258
O 0.68358 0.54569 -1.02668
C 0.92007 -0.73246 -0.53422
C 0.68152 -0.80813 0.96627
O 0.02783 0.43649 1.18414
O 0.29236 2.31213 0.08952
F 2.93642 0.70958 -0.25476
H 1.43330 -1.43355 -1.18908
H 0.02981 -1.64794 1.24054
H 1.55952 -0.96799 1.59821
Tl 2.67752 2.82158 -0.15641



[9]
108
Properties=species:S:1:pos:R:3 method="wB97M-V/def2-TZVPD" de_lowest_kj_mol=315.0 spin_multiplicity=7 charge=-1 homo_ev="-4.7 / -4.8" gap_ha="0.216 / 0.204" max_force_ev_per_a=5.2 lumo_ev="1.1785 / 0.7701"
Eu 0.31516 0.29197 -0.03242
O -0.15848 4.39577 1.30038
S 0.56205 3.32677 0.65353
O -0.37888 2.65212 -0.29463
O 1.20398 2.26884 1.43596
C 2.00460 4.16352 -0.12318
C 2.29452 5.23914 0.68893
C 3.29721 6.08875 0.30153
C 3.89519 5.98131 -0.98693
C 3.47100 4.95034 -1.86116
C 2.55145 4.00604 -1.42284
S 2.32350 2.52996 -2.52496
O 1.20439 3.03958 -3.39120
O 3.58562 2.53080 -3.22582
O 1.94812 1.43741 -1.65392
H 1.85838 5.33134 1.69109
H 3.67980 6.91074 0.89986
H 4.52427 6.77793 -1.38627
H 3.88164 4.85705 -2.89355
S -0.02174 -2.41716 1.21556
C 1.91097 -2.17761 3.19102
N 2.07668 -3.45706 3.35354
N 2.04911 -4.37808 2.43495
C 2.74601 -5.52612 2.69586
C 3.11878 -5.90707 4.00610
C 3.97794 -6.99524 4.17493
C 4.31657 -7.79844 3.05568
C 3.80527 -7.52226 1.82388
C 3.02357 -6.35074 1.58428
N 2.48332 -1.35344 4.12534
N 1.81159 -0.33049 4.39525
C 2.24101 0.72934 5.03165
C 1.23820 1.87978 5.25076
C 1.54969 2.57575 6.48882
C 2.80815 2.60137 7.03671
C 3.80674 1.69937 6.59714
C 3.52327 0.78557 5.57112
H 1.52425 -4.28544 1.56140
H 2.88593 -5.18656 4.80593
H 4.25797 -7.39615 5.14540
H 5.04743 -8.58292 3.17902
H 3.97468 -8.21898 0.98444
H 2.69978 -6.04374 0.57792
H 1.47998 2.54267 4.41087
H 0.67803 3.11014 6.89048
H 3.11462 3.33501 7.76951
H 4.77157 1.62837 7.05662
H 4.18772 -0.01307 5.33971
C -5.42284 -1.28977 1.33778
C -4.18123 -1.65636 2.15677
C -4.50343 -2.66307 3.27662
O -3.62400 -0.43522 2.89188
P -2.75445 0.66753 2.06355
O -1.77173 -0.10484 1.24493
C -1.88718 1.61911 -3.95107
P -1.53307 -0.13514 -3.49114
O -0.87756 -0.21380 -2.11847
O -0.72824 -0.67416 -4.72362
C 0.69310 -0.72736 -4.90167
C 1.11289 -2.18816 -4.70116
C 0.95502 -0.13094 -6.27653
O -2.76833 -1.02775 -3.47755
C -3.60392 -1.56397 -4.71026
C -3.63100 -3.00962 -4.31546
C -4.95676 -0.86686 -4.54750
O -2.77339 2.16752 -3.00597
C -3.13674 3.59098 -3.22329
C -4.44668 3.83335 -2.48394
C -1.91209 4.39971 -2.75271
H -5.76657 -2.12809 0.71014
H -5.26659 -0.44835 0.60873
H -6.23744 -0.95534 2.02973
H -3.45826 -2.04618 1.47019
H -5.47360 -2.45584 3.76116
H -3.72146 -2.67264 4.03436
H -4.55116 -3.68344 2.87708
H -0.86303 2.13280 -3.91802
H -2.32216 1.46663 -5.00011
H 1.19845 -0.13369 -4.08896
H 0.66863 -2.86655 -5.42443
H 0.97049 -2.42423 -3.64434
H 2.17523 -2.33566 -4.93157
H 0.12410 -0.23700 -6.94787
H 1.77371 -0.71490 -6.63550
H 1.21921 0.90472 -6.28877
H -2.95342 -1.33935 -5.55889
H -3.94835 -3.68118 -5.12361
H -4.28759 -3.14444 -3.43845
H -2.60518 -3.30624 -4.02040
H -5.35525 -1.01285 -3.52078
H -5.69389 -1.28874 -5.25186
H -4.88472 0.18868 -4.76466
H -3.37149 3.77510 -4.31934
H -5.15602 2.99699 -2.60357
H -4.96569 4.76982 -2.81288
H -4.19058 3.96709 -1.45710
H -1.72037 4.37383 -1.68115
H -2.05446 5.45461 -3.12803
H -1.01188 4.04305 -3.20505
O 1.24413 -0.35483 2.05519
N 1.15270 -1.61527 2.18885
I -1.74132 2.78482 4.60971
C -0.12872 1.27389 5.15438
H -0.40095 0.80946 6.10182
H -0.27874 0.64643 4.29417
S 4.96536 -1.39969 -1.39586
C 3.35698 -1.28643 -1.06995
N 2.16090 -1.37430 -0.88385